## i
Entry from the Open Molecules 2025 dataset: an isolated molecule of C25H26N2O5 (ωB97M-V/def2-TZVPD).

```
58
Properties=species:S:1:pos:R:3:nbo_charge:R:1
C 0.907 3.832 -1.032 -0.694
C 1.606 2.470 -0.891 0.097
C 0.714 1.218 -1.201 -0.382
C 1.280 -0.011 -1.173 0.427
O 0.696 -0.993 -1.904 -0.507
C -0.609 -1.177 -1.849 -0.130
C -1.234 -1.296 -0.426 0.675
O -0.548 -1.365 0.422 -0.532
N -2.436 -2.106 -0.475 -0.484
C -3.461 -1.713 -1.335 -0.227
C -4.611 -0.792 -0.840 -0.263
C -5.213 -1.147 0.508 -0.370
C -3.939 -0.994 1.355 -0.270
C -2.964 -2.218 0.961 -0.218
C -3.085 0.235 1.346 0.315
C -2.479 0.507 2.626 -0.396
C -1.625 1.557 2.364 -0.128
C -1.589 2.380 1.468 -0.406
C -2.258 2.091 0.212 0.689
O -2.292 2.639 -0.732 -0.561
N -3.146 0.818 0.361 -0.415
C -3.925 0.483 -0.825 -0.265
C 2.599 -0.282 -0.712 -0.228
C 3.083 -1.298 -0.056 0.028
C 2.564 -2.601 -0.699 -0.638
C 4.341 -1.424 0.345 -0.124
C 5.293 -2.739 0.672 -0.649
C 5.043 -0.290 0.756 0.719
O 6.075 -0.017 1.183 -0.575
O 4.573 0.950 0.510 -0.460
C 3.272 1.025 -0.124 0.449
C 2.825 2.416 -0.277 -0.327
H 1.201 4.624 -0.129 0.236
H 1.179 4.165 -2.141 0.240
H -0.310 3.775 -1.101 0.255
H -0.156 1.514 -2.001 0.240
H -1.250 -0.090 -2.106 0.145
H -0.768 -2.026 -2.378 0.213
H -3.056 -1.544 -2.459 0.236
H -3.990 -2.732 -1.467 0.188
H -5.321 -0.737 -1.468 0.214
H -5.831 -0.397 0.765 0.206
H -5.625 -1.969 0.314 0.208
H -4.363 -1.407 2.269 0.242
H -2.179 -2.462 1.613 0.234
H -3.545 -3.287 0.882 0.197
H -2.504 -0.328 3.396 0.245
H -0.903 1.834 3.312 0.203
H -0.799 3.292 0.985 0.232
H -3.325 1.093 -1.726 0.284
H -4.751 1.383 -1.009 0.214
H 1.573 -2.613 -0.249 0.225
H 2.602 -2.665 -1.828 0.240
H 3.163 -3.592 -0.196 0.206
H 6.300 -2.490 1.094 0.255
H 5.415 -3.127 -0.373 0.225
H 4.549 -3.181 1.403 0.234
H 3.333 3.103 0.248 0.232
```

Output
* gap between HOMO and LUMO: 0.2847 Eh
* SMILES: Cc1cc(OCC(=O)N2C[C@H]3C[C@@H](C2)c2cccc(=O)n2C3)c2c(C)c(C)c(=O)oc2c1



## ii
Entry from the Open Molecules 2025 dataset: a cluster of 2 separate species, C25H26N2O5 in total (ωB97M-V/def2-TZVPD).

```
58
Properties=species:S:1:pos:R:3:nbo_charge:R:1
C 4.379 -3.375 2.282 -0.415
N 4.209 -1.937 2.495 -0.608
C 3.356 -1.084 1.911 0.661
O 3.367 0.086 2.271 -0.641
C 2.393 -1.501 0.776 -0.129
C 1.102 -2.109 1.346 -0.443
C 0.025 -2.352 0.304 0.073
C -0.030 -3.574 -0.397 -0.236
C -1.012 -3.779 -1.382 -0.203
C -1.952 -2.772 -1.659 -0.217
C -1.904 -1.555 -0.958 -0.187
C -0.914 -1.342 0.018 -0.252
N 2.979 -2.426 -0.203 -0.621
C 3.869 -2.135 -1.147 0.680
C 4.264 -0.693 -1.398 -0.718
O 4.367 -3.031 -1.811 -0.632
H 3.413 -3.882 2.279 0.192
H 4.985 -3.794 3.086 0.215
H 4.890 -3.558 1.334 0.212
H 4.793 -1.509 3.199 0.409
H 2.107 -0.584 0.261 0.238
H 1.331 -3.049 1.849 0.204
H 0.705 -1.427 2.100 0.239
H 0.684 -4.356 -0.186 0.199
H -1.046 -4.712 -1.927 0.216
H -2.712 -2.930 -2.412 0.215
H -2.626 -0.780 -1.177 0.218
H -0.873 -0.399 0.545 0.216
H 2.725 -3.398 -0.140 0.403
H 5.031 -0.667 -2.170 0.247
H 4.656 -0.248 -0.486 0.230
H 3.392 -0.137 -1.739 0.232
O -0.221 3.069 -1.815 -0.541
C -1.083 2.914 -0.953 0.525
C -0.657 2.988 0.465 -0.082
C 0.640 2.573 0.827 -0.190
C 1.089 2.675 2.147 -0.212
C 0.251 3.204 3.130 -0.196
C -1.034 3.633 2.789 -0.208
C -1.487 3.527 1.468 -0.217
C -2.477 2.660 -1.403 -0.158
C -2.881 3.087 -2.684 -0.154
C -4.168 2.826 -3.166 -0.276
C -5.079 2.123 -2.380 0.227
O -6.339 1.852 -2.851 -0.690
C -4.698 1.686 -1.107 0.303
O -5.604 0.988 -0.361 -0.674
C -3.413 1.951 -0.620 -0.259
H 1.315 2.173 0.074 0.231
H 2.092 2.346 2.405 0.244
H 0.603 3.286 4.155 0.216
H -1.682 4.056 3.552 0.214
H -2.482 3.889 1.223 0.221
H -2.180 3.624 -3.320 0.237
H -4.442 3.171 -4.158 0.213
H -6.443 2.211 -3.748 0.496
H -6.417 0.923 -0.898 0.494
H -3.154 1.572 0.363 0.236
```

Output
* gap between HOMO and LUMO: 0.3223 Eh
* SMILES: CNC(=O)[C@H](Cc1ccccc1)NC(C)=O.O=C(c1ccccc1)c1ccc(O)c(O)c1



Most stable: ii (next structure +1784.6 kJ/mol)